# 1
Molecular formula: C18H20Br2N2O
Method: DFT, ωB97M-V/def2-TZVPD

The HOMO-LUMO gap comes out at 0.3320 Eh. For the HOMO energy, the calculation gives -8.33 eV. Its SMILES is Oc1c(Br)cc(Br)cc1CN1CCN(Cc2ccccc2)CC1.

```
43
Properties=species:S:1:pos:R:3:forces:R:3
O 0.464857 -1.667239 -0.684437 0.363 -0.059 0.108
C -0.683345 -2.037731 -1.258841 -0.323 -0.233 -0.075
C -1.322501 -3.179640 -0.764779 0.246 0.076 0.161
Br -0.512821 -4.065994 0.700905 -0.130 -0.069 -0.073
C -2.500726 -3.659111 -1.299462 -0.013 0.093 -0.083
C -3.067670 -2.965767 -2.353827 -0.146 -0.037 -0.122
Br -4.696975 -3.590579 -3.114732 0.138 0.052 0.069
C -2.473017 -1.823640 -2.860194 -0.057 -0.155 0.110
C -1.282738 -1.353489 -2.328316 0.061 0.057 0.072
C -0.618794 -0.133155 -2.926122 0.002 -0.097 -0.144
N 0.064028 0.630985 -1.904487 -0.079 0.072 -0.305
C 1.133797 1.507373 -2.331936 0.066 0.079 -0.040
C 2.040509 1.755955 -1.109217 0.112 0.023 -0.015
N 1.322916 1.374201 0.090882 0.138 0.149 0.134
C 2.078145 1.605875 1.308306 0.007 -0.046 -0.056
C 1.414938 0.927122 2.477936 0.051 0.094 0.127
C 1.146441 1.616335 3.651761 0.060 0.010 -0.089
C 0.534698 0.976602 4.716940 -0.044 0.010 0.132
C 0.177752 -0.356373 4.613809 -0.045 0.012 0.104
C 0.440067 -1.050130 3.443499 0.011 -0.063 -0.010
C 1.058884 -0.413530 2.383666 0.066 0.030 -0.005
C 0.010519 1.988569 0.102819 -0.089 0.001 -0.011
C -0.832965 1.330912 -1.002496 -0.089 -0.033 0.156
H 0.678228 -0.738939 -0.955211 -0.256 0.081 -0.088
H -2.966286 -4.544829 -0.897264 -0.019 -0.044 0.028
H -2.935121 -1.297296 -3.681749 -0.052 0.070 -0.068
H 0.127694 -0.467570 -3.656369 -0.025 0.096 0.043
H -1.371087 0.463335 -3.469535 0.085 -0.053 -0.005
H 1.701622 1.025722 -3.129900 -0.058 0.047 0.012
H 0.741117 2.459593 -2.724417 0.015 -0.071 -0.019
H 2.355310 2.814997 -1.086287 -0.004 -0.077 0.014
H 2.939610 1.137308 -1.169728 0.016 0.068 -0.015
H 2.206752 2.683604 1.515378 0.040 -0.078 0.011
H 3.073086 1.172635 1.160526 0.000 0.105 -0.018
H 1.419038 2.659627 3.736233 0.017 0.098 -0.018
H 0.333668 1.523277 5.626974 -0.024 0.034 0.069
H -0.303187 -0.853328 5.443440 -0.043 -0.040 0.066
H 0.165853 -2.090879 3.355004 -0.033 -0.089 -0.023
H 1.262506 -0.951821 1.471935 -0.025 -0.101 -0.110
H 0.075459 3.079678 -0.057623 0.028 -0.043 0.058
H -0.447146 1.818064 1.077750 -0.014 0.079 -0.061
H -1.522805 0.600260 -0.573561 0.004 0.041 -0.019
H -1.430310 2.089009 -1.537271 0.039 -0.090 -0.001
```
Positions in Å, forces in eV/Å.

---

# 2
Molecular formula: C17H22N6
Method: DFT, ωB97M-V/def2-TZVPD

The HOMO-LUMO gap comes out at 0.3671 Eh. For the HOMO energy, the calculation gives -9.80 eV. The calculation puts the energy above the lowest of the compared OMol25 structures with the same formula, charge and spin at 215.5 kcal/mol. Its SMILES is C#CCCC[C@@H](C#N)CC#N.CC#N.CC#N.CC#N.CC#N.

```
45
Properties=species:S:1:pos:R:3:forces:R:3
C 2.561233 2.888132 -0.898774 0.994 -7.045 0.730
C 2.889176 1.629568 -0.631575 -2.297 5.466 -2.102
C 3.000116 0.007203 -0.495315 -0.845 1.152 0.594
C 1.496782 -0.566573 -0.192629 0.019 1.464 -0.773
C 0.634684 -0.416082 -1.586085 -0.467 -0.489 0.340
C -0.381427 0.833494 -1.463887 -0.489 0.528 -0.122
C -0.792989 1.513054 -2.858508 0.151 1.824 -4.229
N -0.978477 2.031299 -3.954404 0.993 -3.271 6.915
C -1.735242 0.376444 -0.707345 -1.173 0.657 -0.224
C -2.407169 1.647382 0.035622 0.750 3.760 3.230
N -2.611997 2.653689 0.712001 1.021 -6.435 -4.446
H 2.081991 3.857875 -1.316901 1.410 -2.164 1.220
H 3.333207 -0.477480 -1.485222 -0.137 1.064 1.625
H 3.700906 -0.231406 0.383360 -0.934 0.398 -1.517
H 1.021419 0.156412 0.583235 0.776 -1.501 -1.084
H 1.495874 -1.646548 0.212618 0.108 1.785 -0.798
H 0.021104 -1.383585 -1.726596 0.852 1.564 0.029
H 1.309289 -0.292469 -2.508199 -0.945 -0.108 1.531
H 0.133417 1.634760 -0.819762 -0.748 -1.051 -1.267
H -2.507822 0.005193 -1.491795 1.453 0.590 1.501
H -1.553053 -0.505389 0.034659 -0.358 1.924 -1.184
C -5.773936 3.572948 0.795422 -0.686 -0.108 -0.811
C -6.748428 3.298343 -0.318305 -2.626 -0.727 -2.952
N -7.523327 3.079058 -1.204939 3.513 0.932 3.993
H -5.835642 2.782854 1.546304 -0.014 0.062 -0.145
H -4.757472 3.608914 0.399598 -0.181 -0.041 0.039
H -6.006974 4.530348 1.265952 -0.060 -0.114 -0.114
C -5.812741 -1.489188 -1.940446 0.885 -0.295 0.359
C -4.481073 -1.938157 -1.401330 3.520 -1.275 1.445
N -3.421134 -2.295367 -0.972363 -4.833 1.588 -1.948
H -6.229765 -2.261176 -2.590127 0.135 0.049 0.098
H -6.504416 -1.305254 -1.115978 0.155 -0.027 -0.055
H -5.689883 -0.568424 -2.514494 0.050 -0.101 0.096
C 6.152255 -0.913110 3.080816 -0.480 0.865 -0.300
C 5.419189 0.349893 2.715368 -1.949 3.393 -0.944
N 4.835702 1.355191 2.425064 2.600 -4.603 1.306
H 7.148278 -0.669463 3.455648 -0.149 0.041 -0.053
H 5.602333 -1.451590 3.855432 0.031 0.130 -0.067
H 6.249624 -1.554419 2.202154 -0.016 0.113 0.064
C 3.311802 -3.580573 1.960773 0.934 -0.146 -0.416
C 4.672080 -3.757423 1.341208 3.603 -0.498 -1.675
N 5.754504 -3.897728 0.848699 -4.888 0.690 2.253
H 3.054884 -4.462413 2.550989 0.100 0.082 -0.097
H 3.310751 -2.703472 2.611423 0.057 -0.075 -0.098
H 2.562367 -3.444766 1.178646 0.162 -0.045 0.053
```
Positions in Å, forces in eV/Å.

---

# 3
Molecular formula: C10H15F5N3OSSnTe
Method: DFT, ωB97M-V/def2-TZVPD

The HOMO-LUMO gap comes out at 0.3133 Eh. For the HOMO energy, the calculation gives -12.04 eV. Its total charge is +1. The calculation puts the energy above the lowest of the compared OMol25 structures with the same formula, charge and spin at 18.7 kcal/mol.

```
37
Properties=species:S:1:pos:R:3:forces:R:3
Sn 0.489581 -1.077467 0.570300 0.294 -0.107 0.018
F -0.041385 -0.196629 -1.626171 -0.016 0.011 0.040
Te 1.808774 -0.298786 -2.271308 -0.296 -0.311 -0.750
F 1.753229 1.529016 -2.516728 0.146 0.015 0.037
F 3.457015 -0.535598 -3.031768 0.003 0.160 0.031
F 1.492268 -2.141719 -2.199857 0.109 0.079 -0.026
F 1.035017 -0.394766 -3.943371 0.060 0.028 0.110
O 2.287919 -0.259376 -0.535533 -0.377 -0.139 0.476
S 0.063605 1.370689 1.159043 -0.027 0.317 0.219
C -1.655441 1.598173 1.048605 0.165 -0.080 -0.080
N -2.410506 1.559049 2.134793 -0.084 0.020 0.016
C -3.837357 1.900092 2.145295 0.000 0.006 -0.029
C -4.434907 1.593063 0.782410 0.042 0.011 0.011
C -3.602686 2.246407 -0.308090 -0.006 -0.005 0.018
N -2.197108 1.866305 -0.131214 -0.115 0.019 -0.043
H -1.929180 1.410247 3.007908 0.025 -0.006 -0.014
H -3.952920 2.957209 2.392168 -0.005 -0.001 0.006
H -4.318810 1.315239 2.926018 0.009 0.003 0.010
H -5.457721 1.961503 0.737218 -0.007 -0.012 -0.002
H -4.464765 0.511775 0.628936 -0.029 -0.002 0.000
H -3.690665 3.333948 -0.269096 -0.004 -0.001 0.000
H -3.921369 1.919465 -1.295940 0.014 0.003 -0.008
H -1.555954 1.950117 -0.906636 0.036 -0.033 0.018
N -1.965734 -1.607089 -0.032355 -0.013 -0.068 -0.186
C -1.717083 -2.614182 -1.045230 -0.061 -0.041 0.055
C -1.160761 -3.825655 -0.657177 -0.029 0.030 0.041
C -0.851246 -4.776416 -1.619554 0.008 0.004 -0.026
C -1.085269 -4.511532 -2.959368 0.002 -0.014 -0.014
C -1.641493 -3.297611 -3.338218 0.003 0.003 0.003
C -1.963569 -2.347994 -2.382517 0.045 0.053 0.011
H -2.490338 -2.017272 0.734254 0.059 0.065 0.080
H -2.520694 -0.849698 -0.417674 0.047 0.024 -0.010
H -0.988595 -4.033374 0.393554 0.015 -0.017 -0.010
H -0.421442 -5.722426 -1.320160 -0.006 0.000 0.015
H -0.836306 -5.249842 -3.708809 0.005 0.002 -0.001
H -1.822316 -3.085036 -4.383049 -0.009 -0.006 -0.001
H -2.385660 -1.394434 -2.678189 -0.004 -0.008 -0.017
```
Positions in Å, forces in eV/Å.

---

# 4
Molecular formula: C43H59N12O2PSn
Method: DFT, ωB97M-V/def2-TZVPD

The HOMO-LUMO gap (spin up / spin down) comes out at 0.2567 / 0.2077 Eh. For the HOMO energy (spin up / spin down), the calculation gives -12.46 / -11.49 eV. Its total charge is +2. The calculation puts the energy above the lowest of the compared OMol25 structures with the same formula, charge and spin at 0.0 kcal/mol.

```
118
Properties=species:S:1:pos:R:3:forces:R:3
Sn 0.954402 -0.332126 0.970153 -0.232 0.228 -0.820
O -0.347128 -2.120046 8.759942 -0.169 -0.185 -0.015
C 0.411406 -1.272455 8.971890 -0.013 -0.004 0.000
O 1.170976 -0.420577 9.156694 0.167 0.188 0.081
C 1.060883 -1.198278 6.121572 0.039 0.036 -0.367
C 0.338087 -2.018300 5.305504 -0.120 -0.117 0.165
C 0.538896 -1.824610 3.938842 -0.048 0.113 0.088
N 1.295415 -0.835843 3.472249 0.062 0.056 -0.109
C 1.959972 -0.024934 4.302979 -0.122 -0.218 0.000
C 1.904526 -0.219784 5.687427 0.049 0.088 0.106
C 2.781649 1.063492 3.704458 0.049 0.121 -0.017
C 3.358459 2.065642 4.479482 -0.067 -0.045 0.010
C 4.137476 3.028154 3.861489 0.016 0.035 -0.071
C 4.306091 2.979297 2.486947 -0.008 0.044 0.046
C 3.672503 1.965509 1.790000 -0.037 -0.022 0.033
N 2.935521 1.029034 2.381643 0.142 0.028 -0.016
C -0.089541 -2.725183 2.935232 0.074 -0.147 -0.227
C -0.557075 -3.981966 3.287269 0.024 0.064 -0.017
C -1.090878 -4.803459 2.307756 -0.044 -0.063 -0.050
C -1.137005 -4.356547 0.999266 -0.019 -0.045 0.062
C -0.640039 -3.099362 0.712400 -0.167 0.116 -0.032
N -0.138034 -2.298889 1.657217 0.233 0.043 0.440
H -0.357526 -2.755406 5.680547 0.058 -0.028 0.059
H 2.505845 0.365687 6.365885 -0.032 0.039 0.058
H 3.202373 2.118333 5.545928 -0.006 -0.040 0.028
H 4.602457 3.808656 4.448022 -0.001 0.010 0.000
H 4.904414 3.713149 1.966345 0.013 -0.006 -0.011
H 3.759216 1.895499 0.711023 -0.004 -0.016 -0.046
H -0.478253 -4.336854 4.303425 -0.006 0.019 0.014
H -1.457336 -5.787382 2.567749 0.000 -0.006 0.001
H -1.549483 -4.968794 0.210543 0.023 0.001 -0.025
H -0.652930 -2.666704 -0.281809 -0.008 0.056 0.000
C -4.264377 1.169006 3.182205 0.046 0.009 0.008
C -3.327924 0.010540 3.453819 -0.059 0.010 0.014
N -2.109639 0.203641 2.683832 0.080 0.076 -0.001
C -1.564017 1.405455 2.362080 -0.079 -0.001 0.031
N -0.377016 1.418147 1.793102 -0.016 -0.159 0.120
C 0.211654 2.720851 1.491322 0.031 -0.031 -0.007
C -0.847382 3.710981 1.053698 -0.030 -0.049 0.068
C -1.852720 3.837128 2.179228 0.018 0.039 -0.019
N -2.290003 2.514789 2.625038 0.014 -0.029 -0.057
C -3.513150 2.462126 3.425903 -0.042 0.009 0.024
H -5.136410 1.113859 3.831753 -0.003 0.002 0.000
H -4.603024 1.137480 2.146103 -0.043 -0.027 -0.052
H -3.779281 -0.935920 3.156431 0.026 0.003 -0.012
H -3.104813 -0.043340 4.525036 0.000 -0.027 -0.011
H -1.540288 -0.593121 2.469323 -0.002 -0.088 0.003
H 0.957695 2.590698 0.705079 0.031 -0.023 -0.001
H 0.737591 3.114759 2.369422 0.061 -0.023 0.011
H -1.333665 3.341284 0.148752 -0.009 0.008 -0.053
H -0.410807 4.685773 0.838435 0.001 -0.002 -0.012
H -2.737641 4.383885 1.848986 0.005 -0.014 0.021
H -1.417404 4.389147 3.018325 -0.020 0.003 0.007
H -4.125510 3.317258 3.141936 0.016 -0.001 -0.005
H -3.273901 2.573150 4.488737 0.016 0.008 -0.003
N -0.011954 -0.614368 -0.754385 -0.308 0.113 0.093
P -0.548714 0.011268 -2.077208 0.152 -0.224 -0.048
N -1.932137 0.905300 -1.917212 0.117 0.292 0.316
C -2.378211 1.818165 -2.979999 -0.004 -0.063 -0.036
C -3.438626 2.771069 -2.446844 -0.033 -0.061 -0.051
C -4.682770 2.011284 -1.970358 0.042 -0.009 0.030
C -4.295022 0.666951 -1.328269 0.034 0.061 0.028
C -2.864657 0.722027 -0.803556 -0.093 -0.141 -0.173
N -0.972696 -1.156661 -3.188174 0.036 -0.036 -0.060
C 0.071533 -2.068744 -3.651529 -0.087 -0.001 -0.023
C -0.236534 -2.577024 -5.058220 0.008 -0.020 0.060
C -1.723844 -2.958143 -5.199086 0.005 -0.030 0.044
C -2.381965 -3.081336 -3.828056 0.016 0.044 -0.081
C -2.324824 -1.738766 -3.109287 0.019 0.046 -0.059
N 0.585184 0.911187 -2.886500 0.045 -0.037 0.059
C 1.764962 1.386479 -2.152027 -0.035 -0.009 -0.072
C 2.476638 2.468206 -2.947588 0.014 -0.054 -0.022
C 2.998577 1.909086 -4.275029 -0.023 0.009 0.009
C 1.994664 0.923499 -4.903633 -0.024 0.031 0.028
C 0.595389 1.130718 -4.339604 0.042 0.027 -0.010
H -2.791912 1.257244 -3.829167 0.026 -0.003 -0.026
H -1.521331 2.382586 -3.346325 -0.003 -0.011 -0.009
H -3.703895 3.479898 -3.231323 0.017 0.029 0.020
H -3.009997 3.353717 -1.627404 0.021 0.023 0.006
H -5.351417 1.835287 -2.813669 -0.025 0.011 0.008
H -5.232658 2.629392 -1.258158 -0.014 -0.005 -0.016
H -4.362893 -0.133323 -2.066718 -0.021 -0.015 0.039
H -4.980112 0.408551 -0.519730 -0.033 -0.001 0.025
H -2.594829 -0.187281 -0.268600 0.016 -0.037 0.027
H -2.774748 1.550131 -0.095747 0.018 0.065 0.163
H 0.173207 -2.920973 -2.965645 -0.005 -0.004 -0.001
H 1.023925 -1.538080 -3.629565 0.008 -0.015 0.012
H 0.400556 -3.442126 -5.254307 0.013 0.015 -0.042
H 0.027626 -1.812646 -5.790524 0.018 -0.003 -0.010
H -1.826313 -3.889808 -5.754165 -0.023 0.016 -0.028
H -2.256264 -2.192397 -5.767420 0.007 0.005 -0.015
H -1.884116 -3.859972 -3.243232 -0.035 -0.003 0.026
H -3.427342 -3.375383 -3.926597 0.006 -0.029 0.018
H -2.655734 -1.844462 -2.068782 0.026 -0.059 0.013
H -3.023907 -1.057113 -3.602380 -0.021 -0.001 0.038
H 2.461060 0.557664 -1.953933 -0.004 -0.016 -0.003
H 1.448616 1.775892 -1.181471 0.017 0.062 -0.005
H 3.302716 2.870867 -2.358963 -0.011 0.028 0.016
H 1.780483 3.291409 -3.125032 0.010 0.014 0.009
H 3.949302 1.400680 -4.103600 0.021 0.017 -0.018
H 3.201302 2.733677 -4.958561 0.021 -0.004 -0.004
H 2.303966 -0.107156 -4.711712 0.004 -0.001 -0.003
H 1.962365 1.049263 -5.986147 0.012 -0.043 -0.010
H -0.115489 0.441405 -4.792090 0.005 0.034 -0.007
H 0.259861 2.145302 -4.581644 -0.017 -0.002 0.002
N 5.709504 -3.004554 -2.594755 -0.011 -0.016 0.041
C 4.737028 -2.585471 -1.760158 -0.021 0.045 -0.014
C 3.395031 -2.963098 -1.942760 0.066 -0.016 0.000
C 2.440904 -2.493067 -1.078163 -0.048 -0.025 0.026
N 2.706493 -1.672511 -0.052333 0.133 -0.022 0.284
C 3.987307 -1.314749 0.128672 0.036 -0.071 0.095
C 5.014754 -1.732455 -0.677325 0.027 -0.031 -0.040
H 5.516833 -3.697448 -3.296193 0.022 0.017 -0.003
H 6.673706 -2.810695 -2.389638 -0.003 -0.010 -0.034
H 3.115988 -3.621296 -2.755168 -0.030 -0.013 0.012
H 1.404763 -2.770845 -1.202190 -0.004 0.068 -0.054
H 4.188395 -0.674674 0.979473 -0.030 0.018 -0.039
H 6.028959 -1.414110 -0.476897 -0.006 0.019 0.028
```
Positions in Å, forces in eV/Å.

---

# 5
Molecular formula: C5H11NOS
Method: DFT, ωB97M-V/def2-TZVPD

The HOMO-LUMO gap (spin up / spin down) comes out at 0.0798 / 0.2118 Eh. For the HOMO energy (spin up / spin down), the calculation gives 0.53 / -3.13 eV. Its total charge is -1. The spin multiplicity is 2. The calculation puts the energy above the lowest of the compared OMol25 structures with the same formula, charge and spin at 25.1 kcal/mol.

```
19
Properties=species:S:1:pos:R:3:forces:R:3
C -0.483922 1.303229 -0.626199 -1.985 -0.164 0.163
C -0.099132 2.129252 0.586174 -0.380 1.105 0.168
S 1.692003 2.552583 0.460858 -0.069 0.074 0.474
C 0.264466 -0.023546 -0.714210 0.302 1.056 -0.260
N 0.173236 -0.746223 0.567528 0.575 0.142 -0.938
C 0.239076 -2.203405 0.260669 0.201 0.196 0.329
C -1.085581 -2.701151 -0.260182 0.281 1.401 0.151
O -1.301260 -3.922278 -0.516654 -0.100 -1.080 -0.281
H -0.495602 1.959984 -1.497431 0.789 -0.247 -0.355
H -1.565259 1.072016 -0.552210 0.304 -0.042 0.413
H -0.629836 3.090952 0.615015 0.093 -0.122 -0.490
H -0.429269 1.684707 1.522649 0.724 -0.580 0.021
H 1.730240 3.632605 1.284521 -0.184 -0.409 -0.222
H 1.274862 0.310205 -1.043656 0.156 -0.767 0.436
H -0.104090 -0.691793 -1.491903 -0.316 0.234 -0.086
H 1.023739 -0.476506 1.047911 -0.058 -0.248 0.430
H 0.496601 -2.745469 1.187222 0.069 0.082 -0.021
H 1.133005 -2.334828 -0.420145 -0.425 -0.382 0.044
H -1.833284 -1.890325 -0.409958 0.024 -0.247 0.024
```
Positions in Å, forces in eV/Å.